C30H48AgBNP | wB97M-V/def2-TZVPD

Geometry (Å):
Ag -0.628 -1.194 -0.009
C 4.995 -3.017 -0.417
C 3.507 -3.387 -0.359
C 3.108 -4.197 -1.591
C 2.679 -2.135 -0.196
C 2.266 -1.372 -1.277
C 1.562 -0.183 -1.120
C 1.264 0.634 -2.353
C 2.550 1.265 -2.890
C 0.608 -0.227 -3.436
C 1.232 0.277 0.170
C 1.667 -0.482 1.280
C 2.363 -1.669 1.071
C 1.515 0.011 2.702
C 2.870 0.486 3.236
C 0.954 -1.087 3.609
C 0.748 1.675 0.386
C 1.777 2.605 0.546
C 1.524 3.933 0.825
C 0.216 4.359 0.974
C -0.817 3.459 0.798
C -0.581 2.123 0.477
P -1.988 0.982 0.168
C -2.994 1.789 -1.242
C -3.319 3.279 -1.161
C -2.161 1.566 -2.502
C -4.274 0.967 -1.395
C -3.036 1.028 1.763
C -3.967 2.213 2.012
C -3.862 -0.263 1.764
C -2.033 0.926 2.910
H 5.601 -3.918 -0.486
H 5.291 -2.474 0.479
H 5.204 -2.397 -1.287
H 3.350 -4.011 0.529
H 3.417 -3.696 -2.507
H 2.030 -4.347 -1.616
H 3.594 -5.171 -1.570
H 2.530 -1.684 -2.273
H 0.589 1.445 -2.071
H 3.275 0.496 -3.145
H 2.997 1.921 -2.145
H 2.338 1.848 -3.784
H 1.348 -0.860 -3.920
H 0.151 0.396 -4.202
H -0.160 -0.876 -3.008
H 2.708 -2.229 1.928
H 0.833 0.865 2.710
H 3.601 -0.318 3.190
H 2.775 0.806 4.272
H 3.248 1.322 2.653
H 1.725 -1.812 3.855
H 0.134 -1.616 3.120
H 0.587 -0.660 4.539
H 2.799 2.264 0.455
H 2.346 4.625 0.943
H 0.002 5.387 1.225
H -1.835 3.796 0.919
H -2.414 3.878 -1.233
H -3.858 3.546 -0.259
H -3.953 3.536 -2.011
H -1.249 2.156 -2.470
H -2.725 1.871 -3.382
H -1.909 0.512 -2.604
H -5.007 1.207 -0.631
H -4.047 -0.098 -1.351
H -4.725 1.178 -2.364
H -4.738 2.287 1.249
H -3.427 3.153 2.080
H -4.471 2.057 2.967
H -4.666 -0.231 1.036
H -4.306 -0.404 2.748
H -3.228 -1.129 1.539
H -1.422 1.823 2.989
H -1.389 0.060 2.753
H -2.560 0.787 3.852
B -1.406 -5.377 -1.713
C -1.280 -4.153 -0.795
N -1.157 -3.195 -0.140
H -2.218 -6.127 -1.257
H -1.752 -4.931 -2.776
H -0.313 -5.873 -1.774

Atoms 1-2, force components in eV/Å:
Ag -0.8 0.5 0.0
C -0.2 -0.1 0.2

Its frontier orbital gap is 8.613 eV. Its energy relative to the best compared isomer or geometry (same formula, charge and spin) is 0.000 eV. The calculation puts the molecular weight at 572.375 g mol⁻¹.

Löwdin atomic charge list, values in e, 8 entries: 0.701 -0.059 -0.375 -0.059 -0.185 0.015 -0.187 -0.377

***

C3H2Cl2O | wB97M-V/def2-TZVPD

Geometry (Å):
C -0.742 0.236 0.393
C -0.028 0.254 -0.794
C -1.738 1.037 -0.246
O -1.026 1.063 -1.450
Cl -3.005 2.048 0.218
Cl -3.127 -1.922 0.316
H -0.837 -0.240 1.357
H 0.940 0.157 -1.219

Atoms 1-2, force components in eV/Å:
C -0.5 -0.5 0.3
C -1.8 0.9 1.7

Its frontier orbital gap (spin up / spin down) is 8.611 / 5.051 eV. Its energy relative to the best compared isomer or geometry (same formula, charge and spin) is 4.782 eV. The calculation puts the molecular weight at 124.954 g mol⁻¹.

Listed below, in e, are the Löwdin charges computed for each atom: -0.106 0.006 -0.716 -0.044 0.801 -0.149 0.090 0.117

***

C5H11NO | wB97M-V/def2-TZVPD

Geometry (Å):
C 1.418 -2.131 2.511
C 0.941 -0.843 2.833
C -0.032 -0.278 1.907
C 0.029 -0.377 0.491
C -0.670 0.658 -0.293
N -0.176 1.045 -1.547
H 1.985 -2.642 3.261
H 1.620 -2.272 1.471
H 0.793 -0.533 3.884
H -0.758 0.397 2.414
H 0.833 -0.745 -0.020
H -0.687 1.452 0.483
H -1.646 0.253 -0.511
H 0.550 1.773 -1.352
H 0.331 0.374 -2.123
O -1.253 1.161 -4.226
H -0.817 1.029 -3.341
H -1.066 2.137 -4.225

Atoms 1-2, force components in eV/Å:
C 0.5 4.5 1.5
C -1.3 -4.6 -0.1

Its frontier orbital gap is 8.389 eV. Its energy relative to the best compared isomer or geometry (same formula, charge and spin) is 4.092 eV. The calculation puts the molecular weight at 101.149 g mol⁻¹.

Löwdin atomic charge list, values in e, 8 entries: 0.027 -0.161 -0.120 -0.073 -0.340 -0.026 0.035 0.040